1.
Computed, not measured: a structure of composition C56H64As2CsN3O3P2Se2Si at a distorted geometry, with ωB97M-V with the def2-TZVPD basis set.

Values from the calculation:
HOMO energy	-1.34	eV
ΔE to the lowest compared entry with this formula, charge and spin	0.0	kcal/mol

The geometry in ORCA input format:
```
! RIJCOSX wB97M-V def2-TZVPD def2/J DEFGRID3
* xyz -2 1
C -4.92 1.42 3.58
H -5.19 4.66 -2.88
H -0.24 -7.33 0.02
P -0.84 1.62 2.97
C -4.54 0.64 1.35
Se -2.08 -3.64 1.59
C -3.64 -0.28 -4.74
H 0.59 5.12 -1.00
H 0.88 -2.34 4.07
H 0.96 2.13 5.23
H -4.55 -0.85 -4.60
C 0.15 3.99 -3.62
H -1.25 5.78 5.75
H -2.56 -5.92 -2.38
H -3.53 3.00 -3.60
H -0.24 -2.12 -4.86
C -0.41 -4.66 -1.31
C 2.71 1.62 1.93
H -2.92 -4.11 -0.80
H 2.05 -4.13 0.51
C -0.91 3.44 3.32
H -0.35 -7.01 -2.44
H -1.36 0.55 -7.10
Si -0.60 3.35 0.48
H 4.95 1.81 -1.24
H 1.34 4.94 0.59
C 6.65 -1.42 1.20
C 4.80 -2.63 2.14
C -1.04 6.19 3.65
H 3.58 1.61 2.59
H 2.40 2.64 1.72
C 1.25 4.61 -4.18
H -2.15 -0.69 4.35
C 4.41 2.13 -0.34
Se 1.28 -5.40 -2.10
H -1.56 -1.95 6.35
H -2.83 -7.12 -1.11
C -0.84 4.25 2.18
H -4.93 5.77 -0.67
H 3.46 -3.20 -5.12
H 6.16 0.37 0.15
H 1.14 5.59 -4.64
C -1.86 0.50 -6.14
H -4.92 0.23 0.42
C -2.10 3.86 -0.61
C 3.90 -1.70 1.62
H 1.95 -3.64 -5.90
C -1.36 -0.31 4.99
C -1.02 -1.04 6.13
C -3.56 1.64 3.72
H -3.34 -5.43 0.29
H -3.54 0.29 -2.68
H 1.87 1.11 2.40
C -2.67 1.36 2.68
P -1.13 1.81 -2.26
C -0.69 -6.44 0.48
N 1.73 -2.55 -4.16
O -1.20 -7.47 -2.26
C -3.07 0.37 -3.66
C 2.44 -3.54 -4.93
H 7.72 -1.32 1.02
N 1.35 -1.27 -2.32
C 6.17 -2.50 1.93
N 3.54 -1.97 -2.76
C -0.67 0.85 4.65
H 3.59 2.25 -3.51
C -4.19 5.06 -1.01
C 0.71 0.54 6.62
C -3.18 0.88 1.48
C -1.06 3.99 4.59
C -2.53 -4.75 0.00
O -0.93 -1.38 -2.24
H 5.12 2.37 0.45
H -0.82 6.30 1.53
C 0.28 -2.55 -4.01
C -3.09 4.77 -0.22
C -1.39 -5.61 -0.60
H -6.47 0.71 2.27
H -1.09 7.27 3.77
C -3.03 -0.22 -5.99
O -1.58 -6.91 1.49
C -0.90 5.64 2.38
C 0.01 -0.62 6.96
C -2.05 -6.54 -1.63
H 1.97 -0.95 4.18
H -2.99 5.28 0.73
H 2.42 -4.51 -4.41
C 0.38 1.25 5.48
H 0.82 -4.15 1.79
As 1.94 -1.95 1.83
H 1.66 3.77 -0.69
C -5.41 0.90 2.39
Cs -0.61 -0.72 0.16
H 0.27 -1.19 7.84
H -0.10 -3.87 -0.62
H -3.18 2.04 4.66
C 2.49 3.99 -4.15
C -2.31 3.18 -1.84
H 6.85 -3.24 2.33
As 3.13 0.76 0.21
C -4.34 4.44 -2.25
C -1.29 1.16 -5.04
C 5.77 -0.47 0.70
H 1.63 1.16 -2.50
C 4.40 -0.59 0.92
H 3.83 3.02 -0.59
H 3.72 -1.70 -1.80
H -0.82 4.48 -3.63
H -0.37 1.71 -5.19
H 0.12 -5.87 0.93
C 0.88 4.39 -0.24
H -1.87 -6.10 1.95
H -3.47 -0.74 -6.83
C 2.63 2.74 -3.55
C 1.86 -1.96 3.79
H 2.63 -2.62 4.20
H 4.02 -2.82 -3.01
C -1.89 1.11 -3.79
H -0.99 -4.16 -2.09
C 0.27 2.74 -3.02
C 2.22 -1.94 -3.07
H -2.53 0.68 0.65
C 1.85 -3.88 1.56
H -0.05 -3.57 -3.79
H 4.43 -3.48 2.69
C 0.12 -1.67 -2.78
H 2.55 -4.39 2.22
H -5.59 1.63 4.40
H -1.13 3.34 5.46
H 1.53 0.88 7.25
C -1.13 5.36 4.76
C 1.52 2.13 -2.98
H 3.36 4.48 -4.58
C -3.40 3.50 -2.65
*
```

These are the Mulliken partial charges, in e, on atoms 1 to 8: -0.79 0.38 0.46 1.36 -1.10 -0.47 -0.61 0.51

=====

2.
Computed, not measured: a cluster of 7 separate species, C56H65BClO13 in total at a distorted geometry, with ωB97M-V with the def2-TZVPD basis set.

Values from the calculation:
HOMO energy	-4.98	eV

The geometry in ORCA input format:
```
! RIJCOSX wB97M-V def2-TZVPD def2/J DEFGRID3
* xyz -1 1
C -1.21 -2.02 8.64
H 0.75 -5.20 -4.94
H -0.22 6.68 6.13
O -6.35 -3.65 -1.43
Cl 1.45 -0.38 2.76
C 1.87 -2.95 -1.90
C -2.96 -0.35 4.40
H -3.97 2.40 3.88
C 7.09 -1.93 -4.92
C 0.30 -4.35 -10.35
B -2.08 0.37 3.22
C -2.10 6.95 8.03
H 8.57 2.35 -2.42
O -1.52 4.04 0.11
C 7.06 -1.75 -6.24
H 1.61 -6.82 -8.31
C -0.93 5.86 6.20
H -5.04 1.17 3.27
C 7.59 2.53 -2.86
H -2.38 6.24 -0.96
C 7.25 1.72 -4.05
H -3.66 0.36 1.66
C 6.07 -2.46 -7.09
C -2.58 -5.17 -1.82
H 2.12 -2.30 -1.07
C 0.55 3.50 3.61
H -4.12 1.91 -2.82
H 0.53 4.40 2.99
C 6.74 3.43 -2.37
H -1.93 -3.30 -0.88
H 5.69 1.33 -5.54
C 0.52 -2.79 -2.47
C -4.29 1.91 2.96
C -1.66 -2.39 7.22
C 0.26 -2.62 1.93
H -2.50 1.88 -0.93
C -3.65 5.35 -2.40
C 6.15 -2.85 -4.25
H 2.20 2.43 4.49
H 1.02 4.47 5.43
H 0.17 -6.54 -10.33
C -2.81 -3.84 -1.21
C -3.72 2.81 -2.39
H -5.64 2.31 1.33
C -5.06 2.88 2.05
H -1.98 -2.22 9.37
H 4.48 -4.24 -4.57
O -0.40 -4.22 -11.33
C -3.17 1.17 2.23
H -3.21 0.42 5.15
C 5.42 3.66 -3.00
H -2.45 -3.13 7.33
H -1.28 3.97 8.40
H -0.65 -3.13 1.64
H 0.96 -3.31 2.40
H -0.98 -0.14 1.35
C -2.31 4.06 -0.80
H 2.08 -2.48 -8.05
H -5.88 -5.97 -2.48
C -4.19 4.09 -2.98
H 4.10 3.02 -4.63
H 4.42 -3.89 -7.06
O -1.46 -5.63 -1.94
H -3.92 -0.73 4.03
H -5.80 3.40 2.67
C -5.00 -5.43 -2.15
O 4.64 4.47 -2.55
C 0.61 -5.70 -9.80
H 7.80 -1.42 -4.29
H 2.70 3.87 3.58
C 1.00 -4.55 -4.11
H -1.99 -1.45 1.88
C 0.88 -3.18 -9.65
H -0.03 3.10 5.69
H -0.35 -2.62 8.94
C -2.78 5.34 -1.40
C 5.92 1.94 -4.68
H 3.73 -3.96 -1.99
H -0.16 -1.75 3.81
O 2.65 -4.81 -7.05
H 0.70 -2.23 1.01
H -2.03 6.81 9.12
H -0.83 -2.78 6.64
H -3.02 4.44 8.32
C -1.67 5.73 7.28
C -2.85 2.80 -1.38
C 2.02 3.02 3.60
H -3.58 -6.89 -2.73
O 6.04 -2.29 -8.29
C -1.29 -0.69 2.25
H -0.90 -0.98 8.72
C 1.37 -5.84 -8.73
H -1.97 4.42 5.00
H -1.83 2.16 4.51
O -0.27 -1.98 -2.03
H -4.22 -2.37 -0.63
H -1.49 7.81 7.76
H -0.98 5.56 4.12
C 5.16 -3.57 -5.10
H 6.98 4.03 -1.51
C 1.64 -3.33 -8.57
C -1.14 1.53 3.94
C -5.23 -4.10 -1.54
C 0.16 3.93 5.02
O -4.98 4.11 -3.90
O 8.03 0.90 -4.50
H -0.85 -3.53 -4.01
C -2.07 4.37 7.78
H 2.20 2.42 2.71
C 0.15 -3.66 -3.61
O 6.18 -3.02 -3.05
H -0.44 1.13 4.69
H -2.18 3.71 6.92
H -2.67 1.80 1.49
C 2.36 -4.70 -3.54
C -3.77 -5.93 -2.28
C -2.26 -1.20 6.48
C -4.04 -3.34 -1.08
H 7.74 -1.08 -6.75
C -0.43 2.49 2.96
H -3.14 7.20 7.82
H -1.23 3.09 2.53
O 3.15 -5.51 -4.00
C 5.07 2.84 -4.19
H -4.00 6.27 -2.85
C 1.95 -4.67 -8.03
C 2.73 -3.83 -2.40
H 0.64 -2.21 -10.06
O -2.27 -1.43 5.11
C -1.01 4.94 5.01
C 5.13 -3.39 -6.42
H 0.03 1.98 2.12
H -1.69 -0.29 6.70
C -0.05 -1.39 2.80
H -3.27 -1.05 6.88
H -4.41 3.61 1.58
*
```

These are the Mulliken partial charges, in e, on atoms 1 to 8: -1.18 0.57 0.29 -0.55 -0.26 -0.62 -1.06 0.23

=====

Number 1: frontier orbital gap 4.73 eV, LUMO level 0.1247 Ha. Number 2: frontier orbital gap 4.28 eV, LUMO level -0.0259 Ha.